# 1
A cluster of 9 separate species, C28H81N7O9 in total at a distorted geometry, computed with wB97M-V/def2-TZVPD.

The geometry in XYZ format:
```
125
Properties=species:S:1:pos:R:3
C -0.189 -2.913 5.592
O 0.008 -2.492 4.251
C 1.301 -2.126 3.755
C 2.002 -3.351 3.054
C 3.421 -3.009 2.643
N 1.258 -3.663 1.847
H 0.262 -2.165 6.251
H 0.204 -3.873 5.936
H -1.254 -2.926 5.823
H 1.096 -1.208 3.199
H 1.957 -1.677 4.515
H 1.984 -4.189 3.753
H 3.888 -3.839 2.114
H 4.025 -2.791 3.528
H 3.454 -2.128 2.000
H 1.127 -2.735 1.420
H 0.286 -3.925 2.000
C -0.324 1.365 3.849
O 0.701 1.521 2.881
C 1.782 2.348 3.295
C 2.890 2.323 2.215
C 3.882 1.144 2.281
N 3.609 3.629 2.310
H 0.113 1.296 4.852
H -0.940 0.472 3.752
H -1.006 2.220 3.915
H 1.345 3.356 3.255
H 2.104 2.283 4.340
H 2.445 2.436 1.222
H 3.282 0.264 2.043
H 4.274 1.080 3.297
H 4.700 1.276 1.579
H 2.908 4.354 2.174
H 3.725 3.703 3.324
C 0.254 2.415 -2.779
O 0.704 1.153 -2.362
C 0.419 0.644 -1.067
C 1.219 -0.644 -0.818
C 0.810 -1.873 -1.636
N 1.012 -1.074 0.585
H -0.837 2.300 -2.821
H 0.681 2.809 -3.696
H 0.336 3.228 -2.046
H 0.592 1.363 -0.261
H -0.657 0.431 -1.125
H 2.248 -0.327 -1.003
H -0.178 -2.256 -1.376
H 1.504 -2.654 -1.320
H 0.884 -1.677 -2.705
H 0.034 -1.130 0.835
H 1.336 -0.346 1.220
C -3.995 0.650 2.734
O -3.013 -0.083 2.041
C -2.997 -1.397 2.552
C -2.273 -2.373 1.605
C -3.071 -2.709 0.392
N -1.920 -3.591 2.391
H -3.977 0.547 3.826
H -4.993 0.308 2.442
H -3.874 1.714 2.544
H -2.382 -1.300 3.461
H -3.955 -1.782 2.922
H -1.382 -1.853 1.273
H -2.639 -3.421 -0.313
H -3.237 -1.808 -0.207
H -4.053 -3.105 0.669
H -2.716 -3.610 3.033
H -1.220 -3.239 3.063
C -1.273 -3.484 -4.175
O -1.726 -2.164 -4.165
C -3.140 -1.982 -4.335
C -3.340 -0.487 -4.593
C -2.694 0.404 -3.551
N -4.833 -0.266 -4.529
H -1.635 -4.044 -5.047
H -1.646 -4.086 -3.336
H -0.187 -3.528 -4.142
H -3.468 -2.632 -5.150
H -3.622 -2.253 -3.389
H -3.058 -0.218 -5.614
H -2.919 -0.026 -2.573
H -3.096 1.407 -3.695
H -1.629 0.446 -3.779
H -4.833 0.013 -3.547
H -5.301 -1.167 -4.467
C -0.943 3.660 1.045
O -2.341 3.710 0.988
C -2.919 2.986 -0.069
C -4.325 3.505 -0.454
C -5.190 3.765 0.775
N -4.962 2.665 -1.481
H -0.485 2.668 1.109
H -0.649 4.182 1.956
H -0.539 4.149 0.151
H -2.240 2.931 -0.934
H -2.841 1.923 0.208
H -4.260 4.465 -0.978
H -4.722 4.588 1.323
H -5.150 2.958 1.506
H -6.203 4.144 0.635
H -5.962 2.778 -1.515
H -4.502 2.876 -2.354
C 5.281 -1.991 -1.482
O 5.366 -0.561 -1.543
C 4.901 -0.146 -2.809
C 4.873 1.391 -2.870
C 4.183 2.174 -1.787
N 4.333 1.804 -4.171
H 5.899 -2.283 -0.631
H 5.819 -2.430 -2.326
H 4.274 -2.390 -1.353
H 5.510 -0.487 -3.656
H 3.903 -0.563 -3.006
H 5.926 1.680 -2.941
H 4.248 3.244 -1.978
H 4.610 1.953 -0.807
H 3.130 1.884 -1.730
H 3.326 1.745 -4.280
H 4.663 1.172 -4.894
O 1.379 -5.694 -0.097
H 1.378 -4.916 0.508
H 2.308 -5.888 -0.243
O 0.635 5.369 -4.601
H 0.143 4.570 -4.812
H 1.560 5.104 -4.639
```

The value obtained for the HOMO energy is -0.3347 Ha. The molecular weight is 660.00 g/mol. The calculation puts the HOMO-LUMO gap at 0.3522 Ha. For the energy above the lowest of the compared OMol25 structures with the same formula, charge and spin, the calculation gives 70.4 kcal/mol. As for the electronic energy: -2175.6431 a.u. Its SMILES is COC[C@H](C)N.COC[C@H](C)N.COC[C@H](C)N.COC[C@H](C)N.COC[C@H](C)N.COC[C@H](C)N.COC[C@H](C)N.O.O.

These are the Löwdin partial charges, in e, on atoms 1 to 2:
1 C -0.088
2 O -0.250

---

# 2
A structure of composition C30H38AsO4PSn at a distorted geometry, computed with wB97M-V/def2-TZVPD.

The geometry in XYZ format:
```
75
Properties=species:S:1:pos:R:3
Sn -0.041 0.544 0.042
C -2.385 -0.737 -0.032
O -3.498 -0.880 0.183
C -0.534 2.968 0.037
O -0.551 4.022 0.496
C 2.421 0.204 -0.431
O 3.472 -0.021 -0.029
C -1.735 0.462 -3.364
P -0.018 0.020 -2.785
H 0.556 -1.628 -4.452
H -2.350 -0.340 -2.921
C 1.164 1.151 -3.715
H 0.722 1.292 -4.717
C -1.825 0.349 -4.886
H -1.260 -0.502 -5.282
H -1.455 1.258 -5.378
H -2.872 0.208 -5.190
C -2.292 1.804 -2.864
H -1.790 2.658 -3.336
C 1.447 -2.428 -2.642
H -2.221 1.927 -1.777
H -3.360 1.865 -3.128
C -0.979 -2.610 -3.298
H 1.077 -3.172 -1.922
H 2.076 -2.977 -3.357
H 2.093 -1.737 -2.084
C 0.283 -1.741 -3.387
H -0.707 -3.666 -3.425
H -1.713 -2.365 -4.074
H -1.463 -2.535 -2.315
C 2.531 0.466 -3.815
H 2.927 0.279 -2.808
H 3.261 1.103 -4.331
H 2.492 -0.490 -4.344
C 1.322 2.527 -3.043
H 0.367 3.006 -2.804
H 1.868 3.205 -3.717
H 1.916 2.472 -2.120
H 0.404 -3.283 0.041
H 0.227 -2.927 0.683
O 0.450 0.636 2.061
As -0.065 0.264 3.710
C -1.890 0.979 3.750
C -2.994 0.169 4.038
C -4.261 0.753 4.143
C -4.419 2.128 3.950
C -3.325 2.912 3.585
C -2.061 2.336 3.461
C 0.130 -1.661 3.893
C 1.074 -2.298 3.083
C 1.301 -3.666 3.245
C 0.624 -4.381 4.237
C -0.322 -3.740 5.038
C -0.585 -2.377 4.865
C 1.376 1.148 4.625
C 2.197 0.459 5.531
C 3.267 1.130 6.131
C 3.466 2.492 5.861
C 2.645 3.179 4.957
C 1.604 2.498 4.325
H -2.868 -0.908 4.166
H -5.117 0.129 4.384
H -5.397 2.588 4.072
H -3.441 3.977 3.393
H -1.207 2.934 3.136
H 1.610 -1.718 2.327
H 2.003 -4.154 2.573
H 0.827 -5.441 4.370
H -0.862 -4.296 5.801
H -1.330 -1.874 5.483
H 2.009 -0.588 5.765
H 3.929 0.598 6.819
H 4.261 3.034 6.369
H 2.798 4.242 4.739
H 0.971 3.016 3.605
```

The value obtained for the HOMO energy (alpha / beta) is -0.7203 / -0.7203 Ha. The molecular weight is 687.24 g/mol. The calculation puts the HOMO-LUMO gap (alpha / beta) at 0.1943 / 0.1487 Ha. As for the electronic energy: -4256.6378 a.u. The charge is +4.

These are the Löwdin partial charges, in e, on atoms 1 to 2:
1 Sn 1.134
2 C -0.038

---

# 3
A structure of composition C27H14CrF5NO6S2, computed with wB97M-V/def2-TZVPD.

The geometry in XYZ format:
```
56
Properties=species:S:1:pos:R:3
Cr 0.452 0.606 0.675
C -4.035 0.321 0.567
C -4.069 -0.631 -0.376
C -2.952 -1.097 -1.265
C -1.684 -0.396 -1.076
C -1.608 0.839 1.009
C -2.918 1.114 1.076
C -0.820 0.125 -1.998
C -1.102 0.067 -3.423
C -0.250 0.593 -4.314
C 0.966 1.220 -3.873
C 1.887 1.781 -4.761
C 3.056 2.362 -4.314
C 3.307 2.375 -2.936
C 2.418 1.828 -2.041
C 1.210 1.232 -2.474
N 0.355 0.706 -1.561
H -4.990 0.542 1.040
H -5.019 -1.126 -0.563
H -3.272 -1.012 -2.304
H -3.181 2.002 1.642
H -2.009 -0.418 -3.757
H -0.459 0.543 -5.378
H 1.663 1.746 -5.824
H 3.765 2.792 -5.010
H 4.222 2.819 -2.558
H 2.625 1.844 -0.981
O 1.287 -2.813 0.087
S 1.145 -2.523 1.497
O 2.018 -3.262 2.383
O 1.128 -1.076 1.808
C -0.520 -3.039 1.964
C -0.750 -3.154 3.334
C -1.988 -3.534 3.813
C -3.019 -3.816 2.921
C -2.798 -3.705 1.562
C -1.554 -3.310 1.076
S -1.406 -3.246 -0.746
O -1.616 -4.656 -1.129
O -2.876 -2.582 -1.050
O -1.276 -0.381 0.269
H 0.069 -2.944 4.009
H -2.154 -3.609 4.882
H -3.994 -4.115 3.288
H -3.591 -3.907 0.855
F 0.386 3.704 1.941
C 1.652 3.225 1.986
C 1.950 1.979 1.467
C 3.284 1.627 1.575
F 3.708 0.448 1.071
C 4.259 2.423 2.154
F 5.547 2.031 2.235
C 3.900 3.657 2.660
F 4.827 4.457 3.228
C 2.584 4.066 2.574
F 2.240 5.278 3.066
```

Its expectation value of S² is 6.022. The value obtained for the HOMO energy (alpha / beta) is -0.0405 / -0.0494 Ha. The molecular weight is 659.53 g/mol. The calculation puts the HOMO-LUMO gap (alpha / beta) at 0.2131 / 0.2220 Ha. For the energy above the lowest of the compared OMol25 structures with the same formula, charge and spin, the calculation gives 2.3 kcal/mol. As for the electronic energy: -3883.6401 a.u. The charge is -2. The multiplicity is 5.

These are the Löwdin partial charges, in e, on atoms 1 to 2:
1 Cr 0.763
2 C -0.106

---

# 4
A structure of composition C39H39CrF3GeO3 at a distorted geometry, computed with wB97M-V/def2-TZVPD.

The geometry in XYZ format:
```
86
Properties=species:S:1:pos:R:3
Cr 2.174 0.051 -1.585
F -3.682 5.532 -6.453
C -3.772 5.667 -5.097
F -3.527 6.993 -4.875
F -5.074 5.477 -4.792
C -2.858 4.773 -4.368
C -3.342 3.805 -3.486
C -2.473 2.948 -2.847
C -1.080 3.017 -3.060
C -0.612 4.013 -3.944
C -1.479 4.865 -4.587
C -0.194 2.116 -2.437
C 0.570 1.297 -1.927
H -4.407 3.735 -3.308
H -2.850 2.200 -2.162
H 0.453 4.081 -4.119
H -1.106 5.616 -5.274
O 1.831 -1.730 2.001
C 1.639 -0.663 1.407
O 1.498 -0.484 0.164
C 1.453 0.612 2.254
C 0.500 0.381 3.428
Ge -1.294 -0.301 2.894
C -1.417 -1.918 1.792
C -1.863 -1.856 0.477
C -1.881 -2.991 -0.321
C -1.447 -4.204 0.191
C -0.996 -4.278 1.503
C -0.979 -3.142 2.294
C -2.278 1.140 1.978
C -1.702 2.384 1.723
C -2.424 3.397 1.110
C -3.748 3.188 0.748
C -4.340 1.957 1.001
C -3.611 0.949 1.610
C -2.264 -0.646 4.584
C -2.948 -1.836 4.839
C -3.652 -2.027 6.018
C -3.703 -1.021 6.975
C -3.043 0.178 6.731
C -2.339 0.358 5.554
H 1.090 1.398 1.591
H 2.444 0.906 2.616
H 0.345 1.311 3.987
H 0.927 -0.351 4.116
H -2.174 -0.905 0.059
H -2.213 -2.925 -1.349
H -1.437 -5.086 -0.437
H -0.627 -5.218 1.895
H -0.588 -3.196 3.303
H -0.664 2.554 1.984
H -1.951 4.348 0.900
H -4.311 3.976 0.264
H -5.372 1.787 0.715
H -4.078 -0.013 1.803
H -2.919 -2.627 4.097
H -4.166 -2.964 6.199
H -4.251 -1.169 7.897
H -3.085 0.972 7.469
H -1.829 1.300 5.373
C 4.726 -4.187 0.321
C 5.451 -2.844 0.151
C 5.804 -2.296 1.540
C 6.730 -3.035 -0.677
C 4.548 -1.904 -0.532
C 3.797 -1.112 -1.080
H 5.354 -4.913 0.855
H 4.462 -4.600 -0.654
H 3.805 -4.027 0.884
H 6.453 -2.995 2.085
H 4.887 -2.141 2.110
H 6.319 -1.337 1.452
H 7.427 -3.723 -0.181
H 7.227 -2.075 -0.822
H 6.481 -3.436 -1.661
C 2.273 -1.533 -4.541
C 2.674 -0.047 -4.552
C 1.616 0.765 -5.321
O 2.872 0.433 -3.287
H 2.083 -1.901 -5.557
H 1.369 -1.648 -3.936
H 3.071 -2.120 -4.082
H 3.623 0.030 -5.127
H 0.642 0.640 -4.842
H 1.556 0.448 -6.370
H 1.874 1.825 -5.286
```

Its expectation value of S² is 6.017. The value obtained for the HOMO energy (alpha / beta) is -0.0322 / -0.0717 Ha. The molecular weight is 737.34 g/mol. The calculation puts the HOMO-LUMO gap (alpha / beta) at 0.1791 / 0.2185 Ha. For the energy above the lowest of the compared OMol25 structures with the same formula, charge and spin, the calculation gives 12.0 kcal/mol. As for the electronic energy: -5156.2132 a.u. The charge is -2. The multiplicity is 5.

These are the Löwdin partial charges, in e, on atoms 1 to 2:
1 Cr 0.570
2 F 0.101